The following is a quantum chemistry calculation of C14H26BeN6O6 as an isolated structure, from the Open Molecules 2025 dataset.

Properties
- highest occupied orbital energy (alpha / beta) (Eh) = -0.3047 / -0.2758
- LUMO energy (alpha / beta) (eV) = -1.548 / -2.461
- ΔE to the lowest compared entry with this formula, charge and spin (kcal per mole) = 3.8
- HOMO-LUMO gap (alpha / beta) (eV) = 6.7428 / 5.0449

Geometry as ORCA input:
```
! wB97M-V def2-TZVPD RIJCOSX def2/J DEFGRID3
* xyz 0 1
N 2.833 -0.361 4.898
H 0.662 4.323 -0.795
H 0.761 1.253 -4.032
C -0.709 -2.492 -0.879
H 2.753 -1.161 5.511
N 0.735 -0.729 -1.204
C 2.142 -0.282 3.733
H 1.132 -2.222 3.944
H -3.074 3.744 1.095
O -0.188 -1.412 -4.049
C 0.479 -2.019 -1.464
O -2.720 0.343 1.442
C -1.218 -3.870 -0.857
O 1.901 -0.311 -1.491
H 0.581 4.284 0.988
H -2.798 -0.639 1.039
H -2.003 1.271 -2.185
C 0.537 -1.152 2.163
H 1.675 1.651 0.959
N -1.372 -1.545 -0.187
H 1.114 -3.868 -2.147
C -1.604 2.234 0.794
H -1.273 -0.255 -2.895
H -1.297 -4.226 0.176
C -1.777 0.218 -2.014
C 1.562 0.853 1.689
C 1.490 -2.848 -2.124
H -0.180 -1.898 1.824
H -0.853 -1.866 -4.633
N 0.013 1.727 -0.732
C 2.290 0.839 2.878
H 1.635 -2.475 -3.135
H -0.837 4.824 0.043
H -2.209 -3.890 -1.322
H 1.494 1.103 -1.671
O -2.439 -1.924 0.458
C 0.005 4.115 0.058
N -1.779 0.917 0.676
H 2.944 1.672 3.139
C -2.410 3.100 1.683
C -0.513 2.713 -0.004
H -2.989 2.480 2.370
H 1.000 -0.201 -4.510
H -0.550 -4.526 -1.414
O 1.003 2.030 -1.561
H 2.420 -2.804 -1.551
H 3.456 0.391 5.189
H -2.725 -0.277 -1.795
H -1.731 3.746 2.241
Be -0.723 0.107 -0.523
O 1.413 0.731 -4.535
C 1.262 -1.321 3.341
N 0.678 -0.093 1.372
*
```

***

The following is a quantum chemistry calculation of a 3-piece molecular cluster, C14H26ClN2O6S2 overall, from the Open Molecules 2025 dataset.

Properties
- highest occupied orbital energy (Eh) = -0.4580
- LUMO energy (eV) = -4.535
- HOMO-LUMO gap (eV) = 7.9287

Geometry as ORCA input:
```
! wB97M-V def2-TZVPD RIJCOSX def2/J DEFGRID3
* xyz 1 1
C -1.189 6.852 1.862
C -1.064 -2.753 -0.258
H -2.400 -4.377 0.267
C -1.545 6.353 3.251
C -1.465 -0.437 1.757
H 1.771 -6.061 -4.644
H -1.886 -1.201 2.400
C -1.805 0.883 1.886
N -0.315 -2.204 0.702
H 4.687 -6.732 -0.867
H -1.927 6.488 1.145
H -2.479 6.799 3.593
C -0.363 10.652 1.679
O -1.226 8.281 1.789
C 1.536 -7.733 -3.289
C -0.336 1.396 0.065
H -1.361 10.947 1.993
C -0.626 -2.830 -1.680
H -3.040 -3.103 -0.872
H 0.572 -7.396 -2.904
H -0.902 -1.850 -2.120
O 1.219 8.577 1.808
C 1.816 -7.150 -4.661
H 0.157 2.068 -0.630
H 3.330 -7.075 0.252
H -0.774 6.621 3.973
H 1.495 -8.819 -3.355
O -0.134 9.172 3.810
H -0.303 10.569 0.598
H 3.981 -5.419 0.112
S 2.627 -5.979 -1.703
H -1.117 -3.623 -2.250
H -2.503 1.150 2.674
H 0.371 11.366 2.046
C -1.254 1.812 1.023
H -1.648 5.267 3.255
H -0.215 6.475 1.542
C -2.436 -3.308 0.023
C -0.039 0.065 -0.009
H 2.814 -7.428 -5.000
S 0.018 9.088 2.393
H 0.656 -0.312 -0.752
O 3.235 -5.072 -2.624
Cl -1.679 3.478 1.103
C 3.775 -6.346 -0.419
N -0.603 -0.834 0.809
H 0.461 -2.924 -1.779
O 1.346 -5.691 -1.118
H 1.082 -7.510 -5.382
O 2.585 -7.430 -2.348
H -2.903 -2.764 0.853
*
```

***

The following is a quantum chemistry calculation of C14H26MoNO3PS as an isolated structure, from the Open Molecules 2025 dataset.

Properties
- highest occupied orbital energy (alpha / beta) (Eh) = -0.5231 / -0.5225
- <S²> = 2.022
- LUMO energy (alpha / beta) (eV) = -8.741 / -8.938
- HOMO-LUMO gap (alpha / beta) (eV) = 5.4939 / 5.2791

Geometry as ORCA input:
```
! wB97M-V def2-TZVPD RIJCOSX def2/J DEFGRID3
* xyz 2 3
H -2.447 -3.232 -1.842
H 1.508 -0.700 0.380
H 4.698 -1.278 -0.785
H -0.068 0.058 3.757
H -2.332 -1.481 -4.446
O -1.464 1.196 1.635
C -2.380 1.402 -1.834
H 3.705 -2.367 0.250
H -2.112 -0.283 -0.312
H 2.914 1.534 -0.557
H 4.092 -0.695 0.810
C -0.838 2.972 -3.066
C -2.963 -2.356 -2.249
H 1.111 1.362 4.025
H -3.154 1.625 -2.587
H -1.709 3.557 -3.379
C 0.083 1.115 -1.777
C 3.871 -1.328 -0.059
C -2.442 -0.072 -1.410
H -3.521 -0.283 -1.333
H 1.485 -2.669 -2.057
H 2.557 2.887 -3.307
C -1.650 -0.885 -3.826
P 2.346 -0.738 -0.826
N -1.944 -1.240 -2.400
O 1.003 1.224 1.348
H -1.794 0.183 -4.000
C 2.596 0.968 -1.450
O -0.158 3.218 2.176
H 1.684 -1.227 -3.146
Mo -0.407 -0.748 -0.848
S -0.173 1.760 2.066
H -0.606 -1.155 -4.045
C 1.375 1.563 -2.092
H -0.615 1.619 4.419
C -1.018 1.852 -2.242
H -3.411 -2.535 -3.233
H -1.073 -1.793 -2.149
C 2.106 -1.788 -2.296
C 1.548 2.608 -3.012
H -3.729 -2.038 -1.525
H 0.586 4.071 -4.271
H -2.684 1.981 -0.940
H 3.113 -2.134 -2.595
C 0.439 3.294 -3.525
C 0.084 1.137 3.736
H 3.439 0.927 -2.158
*
```

***

DFT total energy for every record listed, in sequence, given in Ha: -1343.53381 -2366.19384 -1636.37015.